A structure of composition C31H26N5O7PPb at a distorted geometry, computed with ωB97M-V with the def2-TZVPD basis set.

```
71
C31H26N5O7PPb ωB97M-V with the def2-TZVPD basis set
Pb -0.119 -0.322 0.807
P -1.722 2.374 -1.469
O 5.033 -6.515 -0.437
O 1.597 -0.308 -0.614
O 0.375 -2.585 0.480
O 6.071 -4.644 -0.632
O -0.817 -4.775 0.068
O 0.344 -6.551 0.370
O 3.746 -0.522 -0.995
N 0.258 -5.354 0.164
N -2.665 -2.593 0.884
N -2.193 -1.546 -0.003
N 5.057 -5.300 -0.499
N -0.798 1.817 -0.280
C -1.512 0.650 -3.674
C 0.861 5.485 -3.626
C 1.453 -4.607 -0.003
C 1.414 -3.168 0.039
C -5.422 4.137 -1.586
C 0.269 4.987 1.345
C -3.138 -1.035 -4.204
C -2.250 1.015 -2.554
C -5.912 3.878 -0.316
C 0.495 3.269 -2.785
C 2.682 -1.015 -0.676
C 1.642 4.818 1.394
C 2.205 3.653 0.903
C -3.356 3.064 -1.010
C -4.157 3.710 -1.946
C -3.860 2.782 0.255
C -1.963 -0.364 -4.502
C 0.023 2.826 0.310
C 1.306 4.188 -3.424
C -0.385 5.870 -3.165
C -0.786 3.640 -2.378
C -5.139 3.181 0.598
C 3.780 -3.208 -0.544
C -0.534 4.004 0.797
C 2.640 -5.298 -0.179
C 2.613 -2.500 -0.380
C -3.881 -0.674 -3.091
C -3.446 0.356 -2.275
C 3.816 -4.600 -0.394
C -1.211 4.952 -2.540
C 1.404 2.659 0.371
H 2.646 -6.378 -0.150
H -3.485 -1.833 -4.841
H 1.492 6.199 -4.134
H 0.866 2.279 -2.558
H -5.537 2.945 1.574
H 4.681 -2.662 -0.792
H 2.290 3.895 -3.753
H -2.989 -0.934 -0.188
H -0.180 5.888 1.738
H -0.713 6.892 -3.286
H 1.846 1.770 -0.047
H -2.466 -2.323 1.846
H -1.938 -1.997 -0.879
H -1.608 4.137 0.741
H -1.400 -0.626 -5.386
H -3.796 3.864 -2.954
H 2.274 5.597 1.794
H -2.174 5.264 -2.166
H -4.056 0.669 -1.437
H -6.904 4.204 -0.041
H -0.595 1.169 -3.907
H -4.806 -1.187 -2.871
H -2.104 -3.428 0.707
H -3.235 2.235 0.951
H 3.275 3.518 0.909
H -6.037 4.664 -2.299
```

- E_HOMO: -8.171 eV
- Gap between HOMO and LUMO: 7.78 eV
- Relative energy (zero: lowest compared OMol25 entry of this formula, charge and spin): 0.0 kcal per mole
- M: 818.75 Da
- Strongest force on any atom: 0.026 hartree/bohr
- Net charge: 0

***

The molecule C5H10N2O at a distorted geometry, computed with ωB97M-V with the def2-TZVPD basis set.

```
18
C5H10N2O ωB97M-V with the def2-TZVPD basis set
O 1.017 -1.016 1.161
N 2.225 -0.157 -1.103
N 0.816 -0.360 -1.169
C 0.235 -0.954 0.233
C -1.160 -0.916 0.131
C -2.017 -1.105 1.341
C 0.591 1.957 -0.252
C 0.046 0.765 -0.943
H -1.519 -0.726 2.235
H 0.999 1.664 0.724
H -2.979 -0.599 1.219
H 2.626 -0.939 -1.611
H -0.158 2.738 -0.137
H -1.597 -1.133 -0.836
H 2.519 -0.268 -0.129
H -2.240 -2.165 1.513
H -0.843 0.866 -1.550
H 1.439 2.348 -0.826
```

- E_HOMO (spin up / spin down): -8.205 / -8.206 eV
- Gap between HOMO and LUMO (spin up / spin down): 8.39 / 8.40 eV
- Relative energy (zero: lowest compared OMol25 entry of this formula, charge and spin): 88.7 kcal per mole
- M: 114.15 Da
- Strongest force on any atom: 0.028 hartree/bohr
- Net charge: 0

***

A cluster of 2 separate species, CH5FN2 in total at a distorted geometry, computed with ωB97M-V with the def2-TZVPD basis set.

```
9
CH5FN2 ωB97M-V with the def2-TZVPD basis set
F -1.961 -0.030 -0.052
N -0.122 -1.257 -0.607
N -0.214 1.231 -0.543
C -0.582 -0.025 -0.087
H -0.653 -2.009 -0.256
H 0.642 1.547 -0.119
H -1.012 1.770 -0.146
H 0.891 -1.235 -0.524
H -0.194 0.244 1.772
```

- E_HOMO: -8.142 eV
- Gap between HOMO and LUMO: 8.96 eV
- Relative energy (zero: lowest compared OMol25 entry of this formula, charge and spin): 60.1 kcal per mole
- M: 64.06 Da
- Strongest force on any atom: 0.072 hartree/bohr
- Net charge: 0

***

A structure of composition C66H43FI4N7O3SeTl at a distorted geometry, computed with ωB97M-V with the def2-TZVPD basis set.

```
126
C66H43FI4N7O3SeTl ωB97M-V with the def2-TZVPD basis set
Tl -1.077 -0.674 -0.320
I -4.976 5.499 6.023
I -8.057 1.530 -7.039
I 3.323 -5.878 6.938
I 3.514 -6.100 -7.011
Se -0.116 2.079 -2.752
F 4.784 -3.196 -2.749
O 1.076 -0.306 -1.150
O 0.805 2.590 1.877
O -0.366 1.390 0.434
N -1.962 3.307 -1.046
N -1.535 -1.251 -2.313
N 4.243 0.465 1.325
N -1.311 -0.862 1.810
N -0.039 -2.592 -0.107
N 0.066 4.115 -0.810
N -3.013 0.264 -0.341
C -1.309 -2.230 -4.356
C 1.761 -5.805 -4.529
C -0.782 -2.149 -3.019
C -4.523 1.832 0.262
C -0.678 -0.996 4.000
C 0.691 1.673 1.059
C -2.967 0.950 2.044
C 6.082 2.077 1.404
C -3.523 0.113 -2.779
C -2.038 4.273 -0.078
C -1.976 0.107 2.519
C 4.631 -2.302 -1.737
C -2.837 5.821 1.518
C 0.674 -4.678 3.695
C 3.435 -1.646 -1.583
C 6.773 -0.913 1.046
C -0.743 4.809 0.057
C -2.560 2.911 3.492
C -1.566 0.018 3.899
C -3.463 1.981 2.969
C 4.392 -0.468 0.319
C 2.328 -3.702 -5.559
C -3.499 0.986 0.716
C -1.567 6.376 1.626
C 3.299 -0.725 -0.534
C 1.490 4.254 -0.882
C 2.396 -5.081 -5.519
C -6.536 1.074 -5.621
C 5.708 -2.079 -0.898
C 1.948 0.871 0.738
C -0.491 -1.532 2.677
C 2.007 -2.754 4.207
C 3.049 1.096 1.495
C 5.383 0.904 2.103
C -2.504 -0.759 -3.144
C 0.968 -3.735 -3.556
C 1.063 -5.128 -3.547
C 1.596 -4.047 -0.709
C 1.603 -3.040 -4.590
C -5.208 1.249 -5.961
C -6.892 0.614 -4.364
C -0.497 5.881 0.897
C -0.678 3.172 -1.446
C -5.238 3.082 4.190
C -4.223 0.944 -5.043
C 2.668 -3.464 5.191
C 2.013 -0.060 -0.357
C -4.806 2.089 3.330
C -3.706 0.643 -1.457
C 0.570 -3.198 -1.175
C 2.307 -4.777 5.428
C 1.304 -5.389 4.698
C -4.633 1.641 -1.106
C -5.900 0.319 -3.453
C 1.008 -3.345 3.427
C -2.979 3.911 4.347
C 0.575 -3.054 1.019
C -2.375 -1.402 -4.426
C -4.315 3.980 4.689
C 0.325 -2.603 2.351
C -4.540 0.468 -3.764
C 0.210 -2.994 -2.538
C 6.329 -0.270 2.355
C 5.597 -1.159 0.140
C -3.098 4.769 0.656
C 1.590 -3.966 0.667
H -5.281 2.172 -1.777
H -5.524 1.382 2.940
H 1.748 5.225 -1.318
H 2.607 -1.804 -2.253
H 7.276 -1.859 1.267
H 3.463 -3.005 5.761
H -0.175 -1.355 4.880
H -7.931 0.473 -4.098
H 0.492 6.308 0.985
H 2.284 -1.730 4.002
H 1.908 4.167 0.123
H 6.980 2.362 1.950
H -2.698 2.646 -1.281
H -3.643 6.217 2.118
H -1.934 0.641 4.693
H 5.002 1.259 3.069
H -1.525 2.851 3.190
H 0.566 -5.686 -2.768
H -5.121 2.496 0.857
H 6.623 -2.629 -1.046
H -6.280 3.156 4.469
H -2.277 4.639 4.725
H 5.805 -1.012 2.962
H 1.881 3.456 -1.513
H -3.039 -1.266 -5.258
H 5.421 2.941 1.354
H 1.789 -6.886 -4.523
H -4.085 4.348 0.559
H 2.265 -4.619 -1.326
H -0.953 -2.897 -5.118
H 2.829 -3.146 -6.337
H -6.172 -0.055 -2.476
H 7.198 0.079 2.917
H -3.188 1.107 -5.300
H 7.501 -0.269 0.537
H 1.025 -6.412 4.914
H -1.415 7.228 2.274
H 1.529 -1.962 -4.624
H 2.992 1.827 2.292
H 6.355 1.795 0.391
H -4.934 1.628 -6.934
H -0.099 -5.154 3.106
H 2.254 -4.471 1.348
```

- E_HOMO (spin up / spin down): -0.337 / -0.309 eV
- Gap between HOMO and LUMO (spin up / spin down): 3.31 / 3.28 eV
- M: 1792.07 Da
- Strongest force on any atom: 0.034 hartree/bohr
- Net charge: -2

***

The molecule C3H6N2O2 at a distorted geometry, computed with ωB97M-V with the def2-TZVPD basis set.

```
13
C3H6N2O2 ωB97M-V with the def2-TZVPD basis set
O -2.168 -1.106 -0.420
O -0.278 2.776 0.742
N 1.421 -0.734 -0.597
N -1.018 0.872 -0.234
C -1.139 -0.535 -0.269
C 0.206 -1.268 0.005
C -0.208 1.579 0.636
H 0.380 -1.313 1.085
H 0.548 1.053 1.231
H 0.071 -2.314 -0.275
H 1.385 0.174 -1.034
H -1.385 1.523 -0.922
H 2.185 -0.708 0.053
```

- E_HOMO: -9.966 eV
- Structure (SMILES): NCC(=O)NC=O
- Gap between HOMO and LUMO: 10.54 eV
- Relative energy (zero: lowest compared OMol25 entry of this formula, charge and spin): 38.1 kcal per mole
- M: 102.09 Da
- Strongest force on any atom: 0.041 hartree/bohr
- Net charge: 0

***

A structure of composition C6H5NO at a distorted geometry, computed with ωB97M-V with the def2-TZVPD basis set.

```
13
C6H5NO ωB97M-V with the def2-TZVPD basis set
O -1.801 0.792 0.049
N 0.529 -1.437 -0.082
C -1.843 -0.660 0.080
C -0.454 0.714 -0.132
C 1.722 -0.820 -0.016
C -0.368 -0.656 0.027
C 1.715 0.604 0.112
C 0.688 1.437 -0.179
H 2.952 0.867 0.213
H 2.802 -1.236 0.203
H -2.433 -1.199 0.835
H 0.789 2.588 0.429
H -2.168 -1.022 -0.845
```

- E_HOMO: -8.829 eV
- Gap between HOMO and LUMO: 9.58 eV
- Relative energy (zero: lowest compared OMol25 entry of this formula, charge and spin): 82.6 kcal per mole
- M: 107.11 Da
- Strongest force on any atom: 0.174 hartree/bohr
- Net charge: 0

***

The molecule C4H7FN2O, computed with ωB97M-V with the def2-TZVPD basis set.

```
15
C4H7FN2O ωB97M-V with the def2-TZVPD basis set
F 0.634 0.241 -2.044
O 0.698 -1.570 0.982
N -2.165 -0.226 0.982
N -0.461 1.285 0.456
C -1.018 0.038 0.482
C 1.041 0.009 -0.744
C 0.929 1.303 0.053
C 0.026 -0.919 -0.085
H -0.878 2.060 0.967
H 1.606 1.293 0.920
H 1.162 2.145 -0.575
H 0.039 -1.839 1.632
H -0.382 -1.664 -0.789
H -2.367 -1.201 0.840
H 2.037 -0.410 -0.751
```

- E_HOMO: -9.185 eV
- Structure (SMILES): [H]/N=C1/NC[C@H](F)[C@H]1O
- Gap between HOMO and LUMO: 10.01 eV
- Relative energy (zero: lowest compared OMol25 entry of this formula, charge and spin): 12.7 kcal per mole
- M: 118.11 Da
- Strongest force on any atom: 0.013 hartree/bohr
- Net charge: 0

***

The molecule C2H4N2O2 at a distorted geometry, computed with ωB97M-V with the def2-TZVPD basis set.

```
10
C2H4N2O2 ωB97M-V with the def2-TZVPD basis set
O 2.084 -0.698 0.782
O 1.627 -0.765 -1.568
N 0.665 -0.052 -1.336
N 1.140 0.033 0.920
C -1.176 0.590 0.197
C 0.070 -0.224 -0.006
H -1.149 1.194 -0.709
H -2.153 -0.064 0.390
H -1.064 1.316 1.102
H -0.044 -1.331 0.227
```

- E_HOMO (spin up / spin down): -9.065 / -9.074 eV
- Structure (SMILES): CC(N=O)N=O
- Gap between HOMO and LUMO (spin up / spin down): 7.88 / 7.87 eV
- Relative energy (zero: lowest compared OMol25 entry of this formula, charge and spin): 162.0 kcal per mole
- M: 88.07 Da
- Strongest force on any atom: 0.066 hartree/bohr
- Net charge: 0

***

The molecule C3H5ClS at a distorted geometry, computed with ωB97M-V with the def2-TZVPD basis set.

```
10
C3H5ClS ωB97M-V with the def2-TZVPD basis set
Cl -3.143 -0.053 -0.621
S -0.117 -0.038 0.033
C -1.959 -0.927 0.265
C -2.177 -1.787 1.269
C 1.332 0.870 -1.444
H -3.125 -2.108 1.467
H -1.411 -2.454 1.610
H 1.199 1.703 -0.727
H 0.719 1.049 -2.297
H 2.307 0.456 -1.436
```

- E_HOMO: -8.839 eV
- Structure (SMILES): C=C(Cl)SC
- Gap between HOMO and LUMO: 7.80 eV
- Relative energy (zero: lowest compared OMol25 entry of this formula, charge and spin): 76.4 kcal per mole
- M: 108.59 Da
- Strongest force on any atom: 0.082 hartree/bohr
- Net charge: 0

***

A structure of composition C4H19B3Be2Cl9 at a distorted geometry, computed with ωB97M-V with the def2-TZVPD basis set.

```
37
C4H19B3Be2Cl9 ωB97M-V with the def2-TZVPD basis set
Cl -3.261 2.190 -1.988
Cl -0.197 0.061 3.633
Cl 1.337 -2.034 -1.764
Cl -3.522 0.245 0.158
Cl 0.837 0.916 -4.435
Cl -2.634 1.662 3.323
Cl 1.435 2.843 -2.315
Cl -4.371 3.010 0.510
Cl 2.692 -4.008 -3.482
C 2.035 -2.349 -3.369
C -1.758 0.539 4.345
C -3.156 1.958 -0.226
C 0.173 2.218 -3.422
B -1.394 -2.655 1.395
B 0.361 0.916 0.210
B 3.033 -0.564 0.898
Be 2.699 1.822 0.183
Be 0.555 -1.504 1.114
H -1.357 -1.848 2.230
H 2.438 0.203 1.550
H -1.344 -2.101 0.353
H -0.665 0.408 0.419
H 4.171 -0.347 0.833
H 1.018 0.237 -0.454
H -2.378 -0.340 4.498
H 2.780 -1.620 1.343
H 1.245 -2.303 -4.111
H -2.220 2.290 0.207
H -0.355 -3.249 1.367
H 0.230 1.932 -0.328
H -0.269 3.036 -3.983
H 2.774 -1.588 -3.598
H 0.918 1.102 1.224
H 2.672 -0.481 -0.200
H -1.613 0.985 5.324
H -0.617 1.792 -2.807
H -2.292 -3.373 1.364
```

- E_HOMO: -13.226 eV
- Gap between HOMO and LUMO: 4.87 eV
- Relative energy (zero: lowest compared OMol25 entry of this formula, charge and spin): 0.0 kcal per mole
- M: 436.73 Da
- Strongest force on any atom: 0.104 hartree/bohr
- Net charge: +1

***

The molecule C21H26N2O3S, computed with ωB97M-V with the def2-TZVPD basis set.

```
53
C21H26N2O3S ωB97M-V with the def2-TZVPD basis set
S 1.826 -1.760 1.599
O -1.284 -2.950 -4.378
O -2.310 -0.208 -4.622
O 0.589 -3.415 -2.494
N 0.961 0.761 1.897
N 2.784 0.257 3.029
C 0.148 -2.129 -2.602
C 2.641 1.676 3.249
C -1.383 3.557 4.914
C -0.324 -3.552 -5.222
C -0.291 0.572 1.211
C -1.682 2.518 5.777
C -0.825 -1.900 -3.597
C 0.083 0.189 -1.960
C 0.600 -1.089 -1.805
C 0.203 2.160 3.767
C 1.845 -0.219 2.172
C -0.471 1.563 0.062
C -1.041 1.298 5.636
C -0.102 1.120 4.638
C 0.530 1.322 -1.077
C -1.351 -0.614 -3.742
C 1.233 1.959 2.680
C -2.903 -1.105 -5.533
C 1.527 -3.724 -1.490
C -0.446 3.378 3.911
C -0.888 0.411 -2.916
H -0.364 2.580 0.444
H -1.882 4.509 5.018
H -0.870 -4.287 -5.812
H 3.652 -0.230 3.166
H 1.686 -4.799 -1.560
H -1.118 0.681 1.925
H -0.217 4.191 3.236
H 0.394 0.166 4.527
H -2.185 -1.461 -6.277
H -3.680 -0.525 -6.034
H -2.416 2.657 6.558
H -1.273 0.483 6.306
H -1.485 1.460 -0.325
H 2.477 -3.205 -1.654
H -1.313 1.392 -3.059
H 0.461 -4.051 -4.651
H 1.511 1.105 -0.654
H 1.153 -3.478 -0.493
H -0.293 -0.450 0.824
H 1.345 -1.270 -1.048
H 3.412 2.246 2.716
H 1.245 2.836 2.024
H 0.132 -2.812 -5.891
H -3.350 -1.961 -5.025
H 0.608 2.231 -1.678
H 2.703 1.914 4.315
```

- E_HOMO: -7.926 eV
- Structure (SMILES): COc1cc(CCCN2C(=S)NC[C@@H]2c2ccccc2)cc(OC)c1OC
- Gap between HOMO and LUMO: 8.53 eV
- Relative energy (zero: lowest compared OMol25 entry of this formula, charge and spin): 62.2 kcal per mole
- M: 386.52 Da
- Strongest force on any atom: 0.015 hartree/bohr
- Net charge: 0